{"formula": "C9H14", "method": "wB97M-V/def2-TZVPD", "lumo_ha": 0.0365, "multiplicity": 1, "e_above_lowest_ev": 0.694, "orbital_gap_ev": 9.990, "homo_energy_ev": -8.997, "total_energy_ev": -9559.4875, "elements": ["C", "C", "H", "H", "H", "H", "H", "H", "C", "C", "C", "C", "C", "C", "C", "H", "H", "H", "H", "H", "H", "H", "H"], "xyz": [[-1.65261, 1.58311, -2.21230], [-3.01755, 1.57019, -1.53134], [-1.62895, 2.22847, -3.09381], [-0.93174, 2.18968, -1.64220], [-1.23359, 0.59147, -2.30428], [-3.08142, 2.24389, -0.68425], [-3.93986, 1.81531, -2.06941], [-3.23458, 0.56044, -1.16985], [1.52751, 1.32117, 0.82291], [0.12815, -2.05986, 1.77862], [0.97592, -2.90685, 1.07276], [0.40085, -0.70279, 1.84473], [1.33313, -0.16364, 0.98709], [1.96554, -2.36619, 0.22847], [2.09991, -0.99744, 0.14404], [-0.59134, -2.57831, 2.40144], [0.87545, -3.98307, 1.08180], [-0.13539, -0.06926, 2.54042], [2.61817, -3.05221, -0.29523], [2.55820, 1.66373, 0.82968], [1.11325, 1.86698, 1.68289], [2.88870, -0.51779, -0.41427], [0.96226, 1.76297, 0.00209]], "mulliken_charge": [-0.66, -0.88, 0.32, 0.08, 0.28, 0.28, 0.32, 0.25, -1.32, -0.55, -0.37, -0.46, 0.93, -0.37, -0.56, 0.35, 0.36, 0.34, 0.37, 0.37, 0.37, 0.37, 0.17]}